1.
DFT (wB97M-V/def2-TZVPD) results for a cluster of 2 separate species, CH3IN2O2 in total.

Output
Net charge: 0
E_LUMO (spin up / spin down), eV: -1.81 / -1.81
HOMO energy (spin up / spin down), eV: -8.8 / -8.8
Kohn-Sham gap (spin up / spin down), eV: 6.96 / 6.96

```
9
Properties=species:S:1:pos:R:3:mulliken_charge:R:1
I -3.383 0.729 0.149 0.36
O -2.748 -3.255 -0.500 -0.47
O -0.860 -0.350 -0.942 -0.48
N -2.699 -1.031 -0.435 -0.10
N -3.087 -2.129 -0.238 0.44
C 0.150 -0.849 -0.159 -0.42
H -0.112 -0.664 0.928 0.20
H 0.305 -1.886 -0.285 0.23
H 0.854 -0.117 -0.503 0.25
```

2.
DFT (wB97M-V/def2-TZVPD) results for a cluster of 2 separate species, CH3IN4 in total.

Output
Net charge: 0
E_LUMO (spin up / spin down), eV: 0.01 / -0.25
HOMO energy (spin up / spin down), eV: -8.6 / -6.9
Kohn-Sham gap (spin up / spin down), eV: 8.60 / 6.64

```
9
Properties=species:S:1:pos:R:3:mulliken_charge:R:1
I 2.280 -2.004 1.217 0.10
N -0.402 -0.156 -1.316 0.13
N -0.988 -1.324 -1.121 -0.36
N -0.394 -1.967 -0.223 -0.10
N 0.695 -0.052 -0.446 -0.20
C 0.584 -1.200 0.317 -0.11
H 1.038 0.845 -0.147 0.26
H -0.480 -0.775 2.155 0.03
H -0.813 0.623 -1.799 0.24
```

3.
DFT (wB97M-V/def2-TZVPD) results for a cluster of 2 separate species, CH3IO2S in total.

Output
Net charge: 0
E_LUMO, eV: -0.84
HOMO energy, eV: -9.5
Kohn-Sham gap, eV: 8.66

```
8
Properties=species:S:1:pos:R:3:mulliken_charge:R:1
I -3.559 0.113 0.043 -0.04
S -1.372 0.644 -1.008 0.27
O 1.259 0.321 -0.428 -0.38
O -0.646 1.235 0.080 -0.37
C 1.735 -0.302 0.486 -0.11
H -1.247 -0.933 -0.988 0.16
H 1.160 -1.092 0.842 0.22
H 2.671 0.013 0.972 0.25
```

4.
DFT (wB97M-V/def2-TZVPD) results for a cluster of 2 separate species, CH3IO2S2 in total.

Output
Net charge: 0
E_LUMO, eV: -0.83
HOMO energy, eV: -9.2
Kohn-Sham gap, eV: 8.41

```
9
Properties=species:S:1:pos:R:3:mulliken_charge:R:1
I -2.251 -1.211 0.207 0.02
S -1.381 0.970 -0.476 0.46
S -0.030 1.419 1.175 -0.20
O 0.890 -0.697 -0.792 -0.29
O -2.542 1.844 -0.496 -0.50
C 1.679 -1.462 -0.355 -0.16
H 2.608 -1.562 -1.046 0.22
H 1.588 -2.036 0.564 0.26
H -0.562 2.735 1.219 0.20
```

5.
DFT (wB97M-V/def2-TZVPD) results for a structure of composition CH3IO4S.

Output
Net charge: 0
E_LUMO (spin up / spin down), eV: -1.45 / -3.30
HOMO energy (spin up / spin down), eV: -9.9 / -9.7
Kohn-Sham gap (spin up / spin down), eV: 8.43 / 6.36

```
10
Properties=species:S:1:pos:R:3:mulliken_charge:R:1
I -1.833 -1.113 0.451 0.15
S -1.932 1.509 -0.280 0.62
O 0.908 -0.609 2.089 -0.28
O -3.311 1.743 -0.286 -0.39
O -1.216 1.427 -1.578 -0.43
O 0.623 -0.265 0.885 0.06
C 1.513 -0.613 -0.124 -0.55
H 1.134 -1.326 -0.854 0.25
H 1.713 0.314 -0.635 0.28
H 2.402 -1.067 0.332 0.28
```

6.
DFT (wB97M-V/def2-TZVPD) results for a structure of composition CH3IOP2.

Output
Net charge: 0
E_LUMO, eV: -1.39
HOMO energy, eV: -9.1
Kohn-Sham gap, eV: 7.71

```
8
Properties=species:S:1:pos:R:3:mulliken_charge:R:1
I 1.149 -2.098 -1.993 -0.11
P -0.822 -0.625 0.446 -0.10
P 1.613 -0.068 -0.732 0.37
O 2.810 -0.351 0.049 -0.40
C -0.970 0.992 0.782 -0.38
H -1.797 1.735 0.574 0.24
H -0.129 1.471 1.327 0.30
H -1.854 -1.056 -0.453 0.09
```

7.
DFT (wB97M-V/def2-TZVPD) results for the molecule CH3IS.

Output
Net charge: 0
2S+1: 3
E_LUMO (spin up / spin down), eV: 0.52 / -3.11
HOMO energy (spin up / spin down), eV: -6.0 / -9.3
Kohn-Sham gap (spin up / spin down), eV: 6.51 / 6.19

```
6
Properties=species:S:1:pos:R:3:lowdin_spin:R:1
I -2.214 -0.003 0.068 0.18
S 1.034 -1.332 -0.014 1.25
C -0.230 0.376 -0.337 0.48
H -0.144 0.786 -1.311 0.02
H 0.341 1.063 0.358 0.01
H 1.213 -0.889 1.237 0.06
```

8.
DFT (wB97M-V/def2-TZVPD) results for a structure of composition CH3LaMgO2.

Output
Net charge: +1
2S+1: 2
E_LUMO (spin up / spin down), eV: -5.26 / -5.28
HOMO energy (spin up / spin down), eV: -9.8 / -12.8
Kohn-Sham gap (spin up / spin down), eV: 4.56 / 7.53

```
8
Properties=species:S:1:pos:R:3:lowdin_spin:R:1
La 0.271 1.091 -0.744 0.08
Mg 2.192 -2.040 0.865 0.73
O -1.886 0.504 0.091 0.00
O 1.777 -0.477 -0.028 0.19
C -3.104 -0.141 0.000 0.00
H -3.276 -0.666 0.961 0.00
H -3.153 -0.891 -0.813 0.00
H -3.969 0.536 -0.141 0.00
```

- Number 6 is which compound?
  CH3IOP2

- What is the net charge in the third record?
  0

- Look up the net charge of the fourth one.
  0

- The highest net charge belongs to which entry?
  CH3LaMgO2